DFT (ωB97M-V/def2-TZVPD) results for a 8-piece molecular cluster, C30H44IN2O30S7 overall in a non-equilibrium geometry.

Properties
- Molar mass: 1264.0 g/mol
- Charge: +1

Cartesian coordinates (Å):
O 8.6833 -2.9861 1.3697
C 7.7930 -2.3453 0.9201
I 5.9211 -2.3321 2.0657
C 7.9264 -1.5085 -0.4371
C 6.8426 -0.3764 -0.3631
C 7.0260 0.7458 0.5500
C 5.9617 1.7592 0.6189
C 4.7832 1.5813 -0.2420
C 3.5940 2.5950 -0.1862
C 2.3221 1.7667 0.3361
C 1.0872 1.9309 -0.6242
O 1.2815 2.0102 -1.8228
N -0.2798 1.9407 -0.1363
C -0.8607 0.6011 -0.3081
C -0.1470 -0.6561 -0.0279
C -0.7699 -1.9868 -0.1976
C -2.1557 -2.0996 -0.6555
C -2.8722 -0.8396 -0.9489
C -2.2498 0.4729 -0.7950
C 4.7128 0.4293 -1.1544
N 5.7399 -0.5015 -1.1853
H 7.6469 -2.2007 -1.2773
H 8.9470 -1.0752 -0.5708
H 7.9305 0.8147 1.1927
H 6.0951 2.6161 1.3236
H 3.8435 3.3533 0.6117
H 3.4004 3.1154 -1.1558
H 2.0911 2.0157 1.4119
H 2.5547 0.6603 0.3417
H -0.2216 2.0807 0.8860
H 0.9133 -0.6487 0.3226
H -0.2239 -2.9334 0.0415
H -2.6345 -3.1009 -0.7620
H -3.9321 -0.9518 -1.2886
H -2.8307 1.3876 -1.0514
H 3.8263 0.2904 -1.8251
H 5.6638 -1.2923 -1.8307
C 5.8942 -7.6012 -0.5749
C 6.1557 -6.3226 0.1987
O 5.5072 -5.2964 -0.5608
S 4.1967 -5.9173 -1.2779
O 3.0608 -5.6080 -0.4780
O 4.2643 -5.6164 -2.6661
O 4.5556 -7.4746 -1.0650
H 6.5645 -7.6891 -1.4334
H 5.9887 -8.4878 0.0496
H 7.2181 -6.1097 0.3057
H 5.6913 -6.3562 1.1878
C -0.0445 2.6129 -5.5010
C 0.4786 1.3511 -4.8425
O -0.2568 0.2867 -5.4508
S -0.5964 0.6836 -6.9798
O 0.3732 0.0787 -7.8267
O -1.9964 0.5284 -7.1815
O -0.2570 2.2599 -6.8702
H -1.0047 2.9132 -5.0736
H 0.6592 3.4406 -5.4254
H 0.3324 1.3530 -3.7649
H 1.5391 1.1997 -5.0648
C -2.8703 -0.0497 3.0314
C -3.0087 -1.0056 4.2000
O -1.6784 -1.4857 4.4403
S -0.6214 -0.3209 4.0773
O -0.2588 0.3492 5.2782
O 0.3428 -0.8565 3.1717
O -1.6296 0.6322 3.2521
H -2.7980 -0.5896 2.0830
H -3.6929 0.6619 2.9802
H -3.6840 -1.8323 3.9833
H -3.3479 -0.4868 5.1000
C -4.4613 -1.6372 -5.2343
C -5.2625 -2.6395 -6.0434
O -5.9938 -3.3949 -5.0727
S -6.3517 -2.4427 -3.8186
O -7.6782 -1.9599 -3.9852
O -5.9077 -3.0827 -2.6264
O -5.3297 -1.2389 -4.1688
H -3.5738 -2.1011 -4.7959
H -4.1623 -0.7730 -5.8261
H -4.6292 -3.2923 -6.6411
H -5.9831 -2.1376 -6.6941
C 0.1849 5.9313 -0.5678
C -1.3105 5.7074 -0.5695
O -1.8336 6.6797 0.3317
S -0.9097 8.0033 0.2690
O -1.5209 8.9421 -0.6075
O -0.5112 8.3351 1.5939
O 0.3568 7.3436 -0.5023
H 0.6477 5.4871 0.3193
H 0.6597 5.5327 -1.4642
H -1.5797 4.7019 -0.2481
H -1.7383 5.8984 -1.5579
C -3.8988 5.8309 5.0197
C -4.8203 6.9975 4.7182
O -4.6368 7.2602 3.3248
S -4.3154 5.8755 2.5603
O -5.5231 5.3855 1.9883
O -3.1173 6.0489 1.7992
O -3.9787 4.9844 3.8698
H -2.8630 6.1626 5.1276
H -4.1996 5.2877 5.9143
H -4.5824 7.8793 5.3100
H -5.8674 6.7260 4.8761
C -1.7050 -5.4679 5.2385
C -1.7685 -4.8597 3.8505
O -2.8286 -5.5535 3.1908
S -3.9535 -5.9576 4.2799
O -4.9861 -4.9780 4.2408
O -4.2101 -7.3493 4.1648
O -3.0659 -5.6994 5.6062
H -1.1859 -6.4296 5.2260
H -1.2233 -4.8066 5.9575
H -0.8346 -4.9751 3.3028
H -2.0342 -3.8016 3.8953

Atomic forces in eV per Å
-0.56 0.53 -0.63
1.17 -0.26 -0.11
0.23 0.09 -0.54
-2.07 0.51 0.57
1.13 0.67 0.41
-2.63 0.05 -1.55
0.46 -2.41 -1.51
1.14 -0.64 -0.49
0.12 -1.03 1.23
-0.30 0.38 0.03
-0.15 0.18 -0.66
0.15 -0.17 1.01
1.82 -1.28 1.18
-2.12 -3.19 -0.96
-1.42 -0.30 -0.55
-1.48 1.74 -0.44
1.43 2.71 0.43
1.46 -0.65 0.59
1.16 -1.54 0.49
0.73 1.41 1.58
-0.23 2.16 1.39
0.55 0.49 0.77
-0.80 -0.60 0.28
-0.81 -0.18 -0.69
-0.41 -0.80 -0.84
-0.21 -0.66 -1.06
0.17 -0.67 0.75
0.12 -0.14 -1.16
-0.33 1.17 -0.07
-0.27 0.07 -0.51
-1.13 0.08 -0.23
-0.31 1.20 -0.22
0.37 1.11 0.04
1.10 0.43 0.27
0.58 -0.83 0.29
1.06 0.02 0.66
0.11 0.27 0.35
0.58 -0.05 -0.21
-0.10 -0.33 0.59
-0.11 -0.15 -0.55
0.14 -0.57 0.18
0.18 0.03 -0.43
-0.14 0.26 0.41
-0.19 0.76 0.26
0.00 -0.01 0.06
-0.26 0.03 -0.07
-0.09 0.18 -0.17
0.06 -0.04 -0.02
-0.31 0.12 0.46
0.50 0.16 0.07
-0.50 0.30 -0.44
0.30 0.26 0.25
-0.47 0.15 0.03
0.35 -0.22 -0.01
0.16 -0.68 -0.01
0.05 0.00 0.03
-0.02 -0.07 -0.26
-0.17 -0.17 -0.13
-0.01 0.07 0.01
-0.38 -0.51 -0.49
-0.52 0.44 0.30
0.57 0.32 -0.55
-0.80 -0.05 0.00
0.29 -0.12 -0.49
0.01 0.18 0.47
0.47 -0.22 0.57
-0.02 0.02 0.02
0.23 0.14 0.07
0.25 -0.12 0.02
-0.03 -0.04 -0.05
0.52 -0.24 -0.16
-0.16 0.44 -0.41
0.25 0.24 0.70
0.18 0.03 -0.57
0.33 -0.10 0.39
-0.28 0.14 -0.21
-0.54 -0.36 -0.03
0.00 0.01 -0.06
-0.14 0.07 0.17
-0.11 -0.16 0.20
0.08 0.01 -0.01
0.20 -0.39 0.23
-0.25 -0.02 -0.57
2.56 1.34 -1.66
-0.36 -0.47 -0.25
0.36 -0.01 0.37
-0.20 0.06 -0.34
-0.39 0.15 -0.02
-0.02 -0.04 -0.01
0.02 0.23 -0.01
-0.11 0.16 0.21
0.07 -0.10 -0.02
0.39 0.35 0.30
-0.47 -0.24 0.34
0.57 -0.50 -0.25
-0.11 0.24 0.50
0.50 -0.07 -0.07
-2.35 -1.00 1.96
-0.43 0.26 -0.35
-0.05 0.02 0.03
-0.05 -0.15 -0.20
0.08 0.06 -0.27
0.05 0.01 0.06
0.48 -0.31 -0.11
0.04 0.54 0.19
-0.16 -0.49 0.43
0.25 0.05 0.04
0.15 -0.35 0.09
-0.13 0.44 -0.10
-0.31 0.27 -0.54
0.02 0.05 -0.01
-0.25 -0.01 0.06
-0.17 -0.15 -0.12
0.14 -0.03 0.04

DFT (ωB97M-V/def2-TZVPD) results for a 6-piece molecular cluster, C24H30F18O12 overall in a non-equilibrium geometry.

Properties
- Molar mass: 852.5 g/mol
- SMILES: CCOC(=O)C(F)(F)F.CCOC(=O)C(F)(F)F.CCOC(=O)C(F)(F)F.CCOC(=O)C(F)(F)F.CCOC(=O)C(F)(F)F.CCOC(=O)C(F)(F)F
- Energy above the lowest of the compared OMol25 structures with the same formula, charge and spin: 78.8 kcal/mol

Cartesian coordinates (Å):
C 3.9358 4.8320 -4.9638
C 2.4142 4.9657 -4.5892
O 1.9711 3.6875 -4.1176
C 0.6560 3.5541 -3.9042
O -0.2453 4.3697 -4.2404
C 0.1643 2.2409 -3.3263
F 1.1975 1.4813 -2.7996
F -0.7294 2.5364 -2.3313
F -0.4037 1.4163 -4.2256
H 4.1286 4.2827 -5.8853
H 4.4708 4.1861 -4.2676
H 4.4895 5.7708 -4.9702
H 1.8920 5.1432 -5.5294
H 2.2450 5.6997 -3.8014
C 4.6774 1.2805 -2.4479
C 4.1442 1.9076 -1.1383
O 4.2013 3.3380 -1.0953
C 3.1535 4.1446 -0.7488
O 2.1113 3.6419 -0.3437
C 3.4265 5.6098 -0.6641
F 2.3351 6.3130 -0.8713
F 3.9526 5.8801 0.5688
F 4.4049 5.9136 -1.4896
H 3.9103 1.3940 -3.2139
H 4.9730 0.2317 -2.4195
H 5.4682 1.9021 -2.8677
H 4.6174 1.5393 -0.2280
H 3.1218 1.5565 -0.9989
C -0.8420 -10.7844 1.0132
C -1.4454 -9.5383 1.6351
O -1.0752 -8.3088 0.9532
C -1.8867 -7.8588 -0.0539
O -2.9103 -8.4682 -0.4167
C -1.5572 -6.4338 -0.6294
F -1.1502 -6.3747 -1.9041
F -2.5944 -5.5529 -0.4702
F -0.4552 -5.9603 0.0428
H -1.3461 -11.2362 0.1589
H -0.7957 -11.6745 1.6407
H 0.1895 -10.5386 0.7610
H -1.2017 -9.4725 2.6954
H -2.5078 -9.7696 1.5573
C -0.0550 1.8874 1.7223
C -1.2844 1.6828 0.9208
O -1.2984 0.3832 0.2868
C -1.8633 -0.6572 0.9018
O -2.3682 -0.6122 2.0242
C -1.9231 -1.9566 0.0562
F -2.2795 -2.9203 0.8533
F -2.8400 -1.8854 -0.9222
F -0.6958 -2.2338 -0.3974
H 0.8688 1.7531 1.1596
H -0.0077 1.1268 2.5017
H 0.0723 2.8970 2.1129
H -1.3483 2.4484 0.1476
H -2.0950 1.7801 1.6429
C 3.3547 1.0379 3.2913
C 2.8891 2.3910 3.8869
O 4.0081 3.1927 4.1957
C 3.7794 4.5372 4.6000
O 2.6732 5.0652 4.8107
C 5.1256 5.2121 4.9023
F 5.6502 5.7525 3.7921
F 4.9567 6.1227 5.7950
F 6.0158 4.3483 5.3036
H 3.8768 1.1810 2.3453
H 2.5229 0.3761 3.0499
H 4.0312 0.5714 4.0075
H 2.3838 2.0982 4.8072
H 2.1963 2.8614 3.1892
C -6.1278 -2.9518 -1.9918
C -6.6229 -1.6506 -1.3332
O -7.0573 -1.9495 0.0116
C -7.7091 -1.0716 0.7639
O -8.2997 -0.1185 0.3450
C -7.5940 -1.3753 2.3433
F -6.7654 -2.3930 2.6220
F -7.1749 -0.3275 2.9259
F -8.7658 -1.5688 2.8100
H -5.3414 -3.4095 -1.3916
H -5.7098 -2.8402 -2.9922
H -6.9706 -3.6422 -2.0247
H -7.4318 -1.1372 -1.8530
H -5.8810 -0.8529 -1.2960

Atomic forces in eV per Å
-0.29 -0.73 0.73
1.78 -0.14 -1.29
-1.17 -1.01 1.04
-2.64 3.35 -2.44
3.49 -2.54 1.30
0.60 -1.90 1.57
-1.09 1.15 -0.16
1.08 -0.68 -1.23
-0.05 1.12 0.39
-0.54 0.39 -0.38
-0.22 0.17 0.62
-0.41 0.13 -0.13
-0.36 0.58 0.41
-0.15 0.11 -0.31
-0.34 1.66 -0.34
-1.02 -1.47 0.47
0.19 2.33 -0.73
-1.55 -5.54 1.36
1.16 1.64 -0.86
1.67 0.09 1.11
0.13 0.25 -0.07
-1.00 -0.11 -0.31
0.13 0.82 -1.25
-0.30 -0.26 0.08
-0.02 0.20 0.48
0.51 -0.23 0.34
0.62 0.19 -0.17
-0.24 0.39 -0.16
1.32 -0.31 -0.39
-1.35 -1.52 -0.40
-0.58 0.84 -1.15
-3.22 -2.72 0.32
3.18 2.06 0.63
1.75 1.42 0.82
-1.05 -0.81 0.17
1.24 -1.52 -0.08
-1.28 -0.10 0.07
-0.18 0.90 -0.40
-0.02 0.46 0.85
0.12 -0.31 -0.28
0.34 0.57 -0.31
-0.28 1.04 0.15
1.83 -0.59 0.22
-0.42 0.55 0.55
-0.07 -0.75 -0.53
-1.42 1.66 2.44
1.17 -0.33 -2.38
0.36 0.96 0.59
-0.38 -1.12 0.61
0.65 0.19 -0.20
-0.22 0.01 -0.75
-0.07 -0.14 -0.48
-0.10 0.27 0.40
-0.61 -0.04 0.23
-0.26 -0.45 -0.21
-0.47 -0.22 -0.51
0.47 0.94 -0.07
-0.83 -1.84 -0.35
0.21 3.26 0.48
-3.66 -1.62 0.27
3.90 -1.89 -1.05
-0.18 -0.64 -1.73
-0.36 0.49 -0.45
-0.18 1.46 1.26
0.84 -1.16 0.93
0.22 0.12 0.04
-0.16 0.14 0.40
-0.05 -0.21 -0.14
-0.30 0.58 0.11
0.09 0.37 0.24
-0.40 0.32 0.76
-0.19 0.61 -0.64
0.69 -0.74 0.78
0.41 -0.09 -0.40
0.04 0.03 0.51
0.90 -0.94 -3.35
-0.33 -0.10 -0.10
1.99 2.94 1.32
-2.99 -1.58 0.96
-0.06 0.07 0.15
-0.26 0.41 0.02
0.09 -0.10 -0.14
-0.33 -0.55 -0.20
0.48 -0.28 0.34

no.,electronic energy (eV),orbital gap (eV)
1,-180160.14532,6.7
2,-98858.32389,11.2